Computed, not measured: a molecular structure, C43H36N7O2S3SeTl in a non-equilibrium geometry, with the ωB97M-V functional and the def2-TZVPD basis.

Values from the calculation:
Spin multiplicity ... 1
ΔE to the lowest compared entry with this formula, charge and spin ... 22.9 kcal/mol
Kohn-Sham gap ... 5.418 eV

The geometry in XYZ format:
```
93
C43H36N7O2S3SeTl, DFT the ωB97M-V functional and the def2-TZVPD basis
Tl 1.08330 -0.17391 0.02735
C 3.03264 -3.01946 -1.45617
C 1.59777 -3.19676 -1.07218
N 0.69798 -2.54848 -1.71170
N -0.57384 -2.76200 -1.77364
C -1.61115 -2.33167 -1.22151
S -1.65862 -1.49936 0.40061
S -3.12907 -2.71987 -2.03453
C -4.07719 -3.39163 -0.61971
C -3.44181 -4.63900 -0.09679
C -3.12028 -4.76372 1.24679
C -2.57216 -5.94172 1.72133
C -2.31954 -6.99259 0.85733
C -2.59559 -6.85535 -0.49219
C -3.15997 -5.68749 -0.96529
C 1.31286 -4.09177 0.06234
C 1.14703 -5.44710 -0.13287
C 0.89438 -6.29209 0.93292
C 0.78502 -5.74195 2.20166
C 0.95835 -4.39605 2.41882
C 1.26253 -3.49364 1.36720
O 1.49304 -2.25187 1.56969
H 3.10624 -2.64536 -2.47339
H 3.53343 -3.98356 -1.38313
H 3.53052 -2.34306 -0.76023
H -5.06549 -3.58800 -1.03729
H -4.15492 -2.61284 0.14007
H -3.30727 -3.94353 1.92555
H -2.33232 -6.03532 2.76881
H -1.90226 -7.91419 1.23416
H -2.36848 -7.66037 -1.17603
H -3.38343 -5.57736 -2.01714
H 1.20757 -5.83656 -1.14202
H 0.78591 -7.35498 0.77037
H 0.55656 -6.38812 3.03692
H 0.86825 -3.98932 3.41533
Se 1.87007 6.28250 -5.64858
N 2.68943 4.73687 -5.42188
C 2.14263 4.10720 -4.39733
C 2.55092 2.81814 -3.92321
C 3.56499 2.08452 -4.54572
C 3.89880 0.85142 -4.03557
C 3.21834 0.39126 -2.90854
N 2.25871 1.06462 -2.31646
C 1.91161 2.26234 -2.79234
C 0.85499 2.99788 -2.11686
N 0.32755 2.47521 -1.00681
C -0.64021 3.11371 -0.39086
C -1.19529 4.30548 -0.85239
C -0.65368 4.88161 -1.97770
C 0.40685 4.24022 -2.62268
C 1.06905 4.80535 -3.76158
N 0.77898 5.98036 -4.29227
H 4.05760 2.50182 -5.41046
H 4.68012 0.26149 -4.48456
H 3.46083 -0.55943 -2.46091
H -1.00100 2.64717 0.51331
H -2.01820 4.76407 -0.33110
H -1.00941 5.81787 -2.37733
C -0.03435 0.42729 4.67438
C -1.37375 0.68915 4.91862
C -2.23851 0.78161 3.84325
C -1.73092 0.64713 2.54860
N -0.44171 0.38664 2.32587
C 0.37201 0.25101 3.36226
C -2.60795 0.85814 1.38005
C -3.41975 1.99014 1.35834
C -4.21087 2.28797 0.26408
C -4.19968 1.44322 -0.83236
C -3.42321 0.29911 -0.81859
C -2.61801 -0.00273 0.27148
H 0.68236 0.36105 5.47782
H -1.73235 0.81184 5.93022
H -3.29344 0.95127 3.99377
H 1.39039 -0.02180 3.12074
H -3.40855 2.65690 2.21044
H -4.82758 3.17367 0.26458
H -4.80624 1.66232 -1.69937
H -3.45361 -0.36801 -1.66373
O 4.28850 0.97703 0.34711
S 3.45621 0.82931 1.54569
C 4.56605 1.18263 3.00426
C 3.83394 2.20974 3.84092
C 3.29999 3.23599 2.84715
C 2.56894 2.44787 1.77641
H 5.50332 1.55724 2.59744
H 4.74067 0.24176 3.51916
H 4.48993 2.67085 4.57939
H 3.00734 1.73447 4.37279
H 4.13792 3.77534 2.40256
H 2.64475 3.96128 3.33097
H 2.54335 2.93785 0.80775
H 1.55487 2.19706 2.08025
```

These are the Mulliken partial charges, in e, on atoms 1 to 2: 1.25, -1.12